# 1
The following is a quantum chemistry calculation of 2 unconnected molecules or ions with the total composition C10H16O, from the OMol25 dataset.

The SMILES is CCc1ccc(O)cc1.CC. The relative energy (zero: lowest compared OMol25 entry of this formula, charge and spin) comes out at 182.2 kJ/mol. The orbital gap comes out at 9.22 eV. The value obtained for the calculated total energy is -465.828414 a.u.

```
! wB97M-V def2-TZVPD RIJCOSX def2/J DEFGRID3
* xyz 0 1
C -2.3642 -2.4212 -1.4162
C -2.0968 -0.9977 -0.9169
C -0.8036 -0.8317 -0.1515
C 0.3603 -0.6870 -0.8946
C 1.6016 -0.7058 -0.2502
C 1.6597 -0.8572 1.1314
O 2.8207 -0.9458 1.8340
C 0.4870 -0.8006 1.8864
C -0.7234 -0.8639 1.2481
H -2.3083 -3.0980 -0.5672
H -1.7649 -2.4612 -2.2912
H -3.3380 -2.5433 -1.8948
H -2.1360 -0.4701 -1.9599
H -2.9131 -0.4382 -0.4706
H 0.3997 -0.7275 -1.9851
H 2.5575 -0.4361 -0.6739
H 3.5358 -1.2101 1.2357
H 0.4740 -0.8105 2.9935
H -1.7124 -0.7620 1.7614
C 1.0667 2.9712 0.8420
C 0.5359 2.5175 -0.4498
H 2.0455 3.4222 0.7385
H 0.4382 3.7883 1.2555
H 1.1770 2.1756 1.5982
H 0.2462 3.2775 -1.1999
H -0.4290 1.9729 -0.2727
H 1.1837 1.9427 -1.1300
*
```

Results of the Löwdin charge analysis, in e, for atoms 1 through 5: -0.102 -0.238 -0.269 -0.065 -0.034


# 2
The following is a quantum chemistry calculation of a molecular structure, C13H18BrCl3N5NdO4, from the OMol25 dataset.

The relative energy (zero: lowest compared OMol25 entry of this formula, charge and spin) comes out at 50.7 kJ/mol. The expectation value of S² is 3.75. The orbital gap (alpha / beta) comes out at 9.43 / 9.48 eV. The value obtained for the calculated total energy is -5596.548431 a.u.

```
! wB97M-V def2-TZVPD RIJCOSX def2/J DEFGRID3
* xyz 2 4
Nd -0.8527 1.1505 -1.6566
N 1.4555 2.0721 -0.8005
C 0.9557 2.5363 0.5375
C 2.0035 2.4128 1.6502
C 2.3856 1.0083 2.1600
C 1.5276 0.5017 3.3431
N 1.0078 -0.8500 3.1401
C 1.4939 -1.9745 3.6436
N 2.5322 -1.9842 4.4771
N 0.9368 -3.1408 3.2992
C -0.3383 1.7031 0.5661
O -0.2481 0.4443 0.5875
O -1.3841 2.2539 0.1330
H 2.0300 1.2471 -0.6488
H 2.0684 2.7669 -1.2112
H 0.6647 3.5801 0.4426
H 1.6831 3.0335 2.4898
H 2.9070 2.8855 1.2605
H 3.4275 1.0499 2.4760
H 2.3341 0.2759 1.3544
H 0.6724 1.1588 3.5032
H 2.1006 0.5268 4.2671
H 0.3368 -0.9206 2.3878
H 2.9927 -1.1401 4.7656
H 2.8105 -2.8371 4.9322
H 0.1021 -3.1824 2.7430
H 1.2693 -4.0026 3.6968
Cl -2.1406 3.9280 -5.1381
C -1.5386 2.8449 -3.9551
Cl -0.8147 3.7120 -2.5551
Cl -2.8940 1.8611 -3.2215
C -0.4206 1.7973 -4.5087
O -0.1899 1.8117 -5.6731
O 0.0442 1.0840 -3.5417
Br -4.0855 -5.0453 -2.8509
C -3.1673 -3.4581 -2.4822
C -1.9776 -3.1555 -3.1327
C -1.3406 -1.9696 -2.8349
N -1.8091 -1.0865 -1.9363
C -2.9657 -1.3903 -1.3177
C -3.6675 -2.5507 -1.5529
H -1.5637 -3.8311 -3.8679
H -0.4170 -1.7126 -3.3406
H -3.3312 -0.6665 -0.5960
H -4.5951 -2.7479 -1.0339
*
```

Results of the Löwdin charge analysis, in e, for atoms 1 through 5: 1.632 0.016 -0.268 -0.125 -0.149


# 3
The following is a quantum chemistry calculation of a molecular structure, C25H45NP2PbSe, from the OMol25 dataset.

The orbital gap (alpha / beta) comes out at 5.67 / 4.44 eV. The value obtained for the calculated total energy is -4310.646933 a.u.

```
! wB97M-V def2-TZVPD RIJCOSX def2/J DEFGRID3
* xyz 2 1
Pb 0.3535 0.0428 0.0755
C -1.9218 1.5892 1.0007
C -2.2992 0.6603 -0.0272
C -2.1265 -0.4824 1.9771
C -1.9315 0.9060 2.2286
C -2.4718 -0.6169 0.6115
C -1.7848 3.0442 0.8218
H -1.3957 3.3255 -0.1703
H -1.1226 3.4926 1.5743
H -2.7809 3.5042 0.9420
C -1.9658 1.6005 3.5130
H -1.7462 2.6611 3.3970
H -1.1844 1.2003 4.1598
H -2.8883 1.4579 4.0840
C -2.2767 -1.6018 2.9231
H -3.3281 -1.8247 3.1875
H -1.7110 -1.4091 3.8363
H -1.8550 -2.5233 2.4840
C -3.1385 -1.7974 0.0176
H -4.2373 -1.7179 0.1614
H -2.8259 -2.7304 0.5098
H -2.9411 -1.9132 -1.0636
C -2.9483 1.1335 -1.2691
H -3.9112 1.6080 -0.9868
H -3.1222 0.3314 -1.9969
H -2.3406 1.9029 -1.7669
C 1.6087 0.4733 -2.5654
C 0.5923 1.3329 -2.7073
C -0.0313 1.5695 -4.0438
C -0.9002 0.4262 -4.6416
C -1.0335 -0.8539 -3.8689
C -0.0014 -1.6992 -3.7651
C 1.3267 -1.3682 -4.3855
C 2.1934 -0.2525 -3.7278
H 0.7408 1.8116 -4.7868
H -0.4946 0.2052 -5.6376
H -0.6611 2.4651 -3.9844
H 2.4766 0.4579 -4.5170
H 2.0464 0.1899 -1.5923
H 0.1145 1.8438 -1.8572
H 3.1368 -0.7158 -3.4122
H 1.9412 -2.2754 -4.3895
H -0.0371 -2.6346 -3.1964
H 1.1925 -1.0868 -5.4379
H -1.9040 0.8375 -4.7944
H -1.9974 -1.0052 -3.3747
P 1.8115 1.8904 1.5018
C 1.4488 2.7298 3.0968
H 2.3357 3.3632 3.3406
H 1.3016 1.9578 3.8730
H 0.5057 3.3134 2.9910
C 3.5344 1.2562 1.7013
H 4.1440 2.0842 2.1412
H 3.9414 0.9286 0.7150
H 3.4914 0.3816 2.3900
C 2.0154 3.3567 0.4185
H 2.4505 3.0647 -0.5637
H 2.6744 4.0855 0.9583
H 1.0109 3.8084 0.2351
P 1.0380 -2.5195 0.6681
C -0.2055 -3.7707 0.1324
H 0.3423 -4.6456 -0.2947
H -0.9165 -3.3387 -0.6090
H -0.7803 -4.0589 1.0544
C 2.6858 -2.7130 -0.1698
H 2.6028 -2.7840 -1.2802
H 3.1794 -3.6094 0.2855
H 3.2913 -1.8047 0.0789
C 1.4356 -3.2332 2.2896
H 1.6633 -4.3110 2.0857
H 0.5564 -3.1026 2.9549
H 2.2930 -2.6924 2.7375
Se 0.2734 -0.3435 6.1210
C 0.6145 -0.4237 4.3887
N 0.8531 -0.4343 3.2194
*
```

Results of the Löwdin charge analysis, in e, for atoms 1 through 5: 1.244 -0.332 -0.319 -0.238 -0.213


# 4
The following is a quantum chemistry calculation of a molecular structure, C10H18MgN3O5P, from the OMol25 dataset.

The orbital gap comes out at 6.75 eV. The value obtained for the calculated total energy is -1473.262719 a.u.

```
! wB97M-V def2-TZVPD RIJCOSX def2/J DEFGRID3
* xyz 2 1
Mg -1.0980 -0.2366 -2.3606
O 3.3717 -1.9907 -4.7499
C 2.5161 -1.5857 -4.1111
C -2.8700 -1.6765 -2.8173
O -3.6042 -2.5149 -3.1643
C -0.8924 1.4667 -3.9926
O -0.8575 2.1517 -4.9241
C -0.4718 -1.2299 -4.5495
O -0.6895 -1.5852 -5.6237
C -2.3275 0.8275 1.3114
N -1.3009 -0.2088 1.3010
C -1.8008 -1.5819 1.2896
P 0.1590 0.0325 0.6000
O 0.1889 -0.3158 -0.8780
N 0.5127 1.6203 0.8161
C 0.3674 2.5807 -0.2859
C 0.9733 2.1741 2.0884
N 1.1813 -0.9906 1.3897
C 2.4726 -1.2432 0.7571
C 1.2295 -1.1399 2.8475
H -3.0704 0.5792 2.0764
H -2.8527 0.9217 0.3493
H -1.8905 1.7970 1.5665
H -2.2295 -1.8593 0.3151
H -0.9890 -2.2770 1.5246
H -2.5810 -1.6815 2.0506
H 0.6180 2.0837 -1.2346
H -0.6651 2.9784 -0.3262
H 1.0789 3.4007 -0.1079
H 0.1716 2.2935 2.8304
H 1.7870 1.5944 2.5380
H 1.3830 3.1681 1.8982
H 3.1579 -0.3957 0.9338
H 2.9043 -2.1543 1.1953
H 2.3232 -1.3857 -0.3177
H 1.8855 -0.4108 3.3362
H 0.2541 -1.0903 3.3351
H 1.6547 -2.1161 3.0931
*
```

Results of the Löwdin charge analysis, in e, for atoms 1 through 5: 0.721 0.075 0.023 0.109 0.193


# 5
The following is a quantum chemistry calculation of a molecular structure, C5H9MgO4Sm, from the OMol25 dataset.

The relative energy (zero: lowest compared OMol25 entry of this formula, charge and spin) comes out at 522.9 kJ/mol. The expectation value of S² is 12.04. The orbital gap (alpha / beta) comes out at 4.53 / 7.17 eV. The value obtained for the calculated total energy is -1354.554620 a.u.

```
! wB97M-V def2-TZVPD RIJCOSX def2/J DEFGRID3
* xyz 1 7
O -0.8541 -1.4734 -0.3979
C -2.1942 -1.5006 -0.0151
C -2.6448 -0.0857 0.3026
O -2.2638 0.6897 -0.8261
C -3.2019 1.6581 -1.2508
Mg -0.3402 0.4569 -1.6681
H -2.4679 -2.1476 0.8357
H -2.7896 -1.8824 -0.8654
H -2.1638 0.3607 1.1868
H -3.7253 -0.0621 0.5120
H -2.6650 2.5827 -1.5035
H -3.7147 1.2477 -2.1291
H -3.9363 1.8374 -0.4515
O 2.6094 -0.9121 1.1929
C 3.2256 0.1321 0.7943
C 2.3603 1.0376 -0.0813
O 1.0425 0.6185 -0.2720
Sm 0.9929 -1.3390 0.6598
H 2.9204 1.1677 -1.0299
H 2.3751 2.0329 0.4083
*
```

Results of the Löwdin charge analysis, in e, for atoms 1 through 5: -0.506 -0.297 -0.186 -0.351 -0.060


# 6
The following is a quantum chemistry calculation of 2 unconnected molecules or ions with the total composition C4H12, from the OMol25 dataset.

The SMILES is CC.CC. The relative energy (zero: lowest compared OMol25 entry of this formula, charge and spin) comes out at 40.7 kJ/mol. The orbital gap comes out at 12.46 eV. The value obtained for the calculated total energy is -159.569468 a.u.

```
! wB97M-V def2-TZVPD RIJCOSX def2/J DEFGRID3
* xyz 0 1
C -0.7699 0.9340 0.7529
C -2.0270 1.4148 1.4625
H -0.3767 0.0099 1.1675
H -0.9541 0.7944 -0.3052
H 0.0668 1.6342 0.7379
H -2.9410 1.0020 1.0420
H -2.0937 2.5071 1.4229
H -2.0203 1.2413 2.5409
C 0.7380 -1.0439 -1.4496
C 2.0184 -1.4198 -0.7073
H -0.0523 -0.7000 -0.7749
H 0.9185 -0.1676 -2.0772
H 0.3094 -1.7915 -2.1160
H 2.0706 -0.8949 0.2457
H 2.8695 -1.0373 -1.2761
H 2.2439 -2.4826 -0.6660
*
```

Results of the Löwdin charge analysis, in e, for atoms 1 through 5: -0.185 -0.162 0.061 0.044 0.073